{"formula": "C4H5NO2", "method": "ωB97M-V/def2-TZVPD", "species": ["O", "C", "C", "N", "O", "C", "C", "H", "H", "H", "H", "H"], "coordinates": [[-2.35754, 0.76552, -0.02432], [-1.52937, -0.36772, 0.04593], [-0.06231, -0.02456, -0.06360], [0.26341, 1.08980, -0.66388], [1.62760, 1.20645, -0.56852], [2.10264, 0.14701, 0.09391], [1.09938, -0.69706, 0.42467], [-2.00898, 1.34615, -0.71491], [-1.71854, -0.83641, 1.01703], [-1.79171, -1.10497, -0.72903], [3.16482, 0.13946, 0.29353], [1.21058, -1.66366, 0.88920]], "total_energy_ev": -9812.2800, "smiles": "OCc1ccon1", "lumo_ev": 0.922, "relative_energy_ev": 2.035}

***

{"formula": "C4H5NO2", "method": "ωB97M-V/def2-TZVPD", "species": ["O", "C", "C", "O", "N", "C", "C", "H", "H", "H", "H", "H"], "coordinates": [[1.73724, 1.72234, 1.09276], [1.77273, 0.60348, 0.64291], [0.59564, -0.00350, -0.05013], [0.83708, -1.05785, -0.92048], [0.04317, -1.31362, 0.27732], [-1.30367, -0.78984, -0.17504], [-0.74589, 0.63936, -0.32620], [2.66959, -0.04295, 0.69508], [-2.05139, -0.92753, 0.60855], [-1.61084, -1.29499, -1.09162], [-0.84762, 1.15286, -1.28373], [-1.04132, 1.29853, 0.49306]], "total_energy_ev": -9810.4431, "smiles": "O=C[C@]12CCN1O2", "lumo_ev": 0.377, "relative_energy_ev": 3.872}